No. 1
{"formula": "C3H26O10", "method": "wB97M-V/def2-TZVPD", "e_tot_ev": -23994.2855, "gap_ev": 8.67, "total_charge": 0, "symbols": ["O", "H", "H", "O", "H", "H", "O", "H", "H", "O", "H", "H", "O", "H", "H", "O", "H", "H", "O", "H", "H", "O", "H", "H", "O", "H", "H", "C", "C", "C", "O", "H", "H", "H", "H", "H", "H", "H", "H"], "xyz": [[-4.110320, 10.830350, 14.187460], [-4.488400, 10.290230, 14.881410], [-3.428030, 10.281430, 13.800930], [-6.844310, 8.352050, 12.962390], [-6.536930, 9.246480, 12.814900], [-6.771230, 7.929030, 12.106860], [-8.095510, 8.633590, 14.606040], [-8.473980, 9.462930, 14.314190], [-7.481180, 8.392920, 13.912560], [-6.342490, 10.817930, 13.060630], [-7.287280, 10.784620, 13.210620], [-5.958340, 10.756140, 13.935180], [-8.221360, 12.186850, 15.428810], [-7.391310, 11.899160, 15.048690], [-8.102330, 12.081570, 16.372730], [-5.828380, 11.925180, 14.880060], [-5.049190, 11.400920, 14.695040], [-5.707890, 12.723770, 14.366280], [-8.493290, 10.772660, 13.907130], [-8.400240, 11.368380, 14.650570], [-9.174230, 11.170460, 13.364630], [-8.021870, 10.102420, 11.077110], [-8.204960, 10.712290, 11.791790], [-8.021430, 10.647750, 10.290450], [-5.247040, 11.807230, 11.572120], [-5.129230, 12.719120, 11.838250], [-5.774430, 11.419620, 12.270580], [-3.011720, 7.556950, 13.295540], [-3.384140, 8.771470, 12.417680], [-4.940490, 9.155250, 12.440360], [-2.639160, 9.884610, 12.932100], [-3.432640, 7.583910, 14.300630], [-1.945040, 7.367230, 13.415130], [-3.462480, 6.755940, 12.709620], [-2.988440, 8.710290, 11.403880], [-5.432670, 8.323540, 11.936270], [-5.024920, 10.094250, 11.893330], [-5.354310, 9.263320, 13.442950], [-2.290880, 10.302820, 12.141280]], "atomic_forces_ev_per_a": [[0.21, 0.14, 2.87], [0.93, -1.42, 0.83], [1.61, 0.15, -0.90], [-0.91, -3.45, -4.56], [-1.49, 0.47, -0.44], [-1.03, -0.34, 0.19], [-2.52, -0.61, 5.61], [-0.38, -1.18, 0.40], [-1.32, -1.00, 1.19], [-3.43, -2.45, 1.77], [-1.13, 0.36, 0.53], [-0.93, 0.04, -0.87], [-0.53, 4.23, 4.11], [2.84, 1.12, 0.84], [-0.10, -0.04, 0.37], [-2.89, 3.98, 4.23], [0.94, 2.01, 0.17], [0.05, 0.21, -0.05], [-3.11, -1.07, -5.98], [-2.11, -0.55, 1.01], [-0.68, -0.01, -0.05], [-0.30, -0.25, -0.33], [-0.11, 0.00, -0.25], [0.12, 0.15, -0.26], [3.23, 3.62, -4.60], [0.25, 0.33, -0.33], [-0.38, 0.43, 0.08], [-0.63, 0.09, -1.24], [-0.81, -0.04, 1.08], [6.70, -1.74, -2.01], [3.22, -1.24, -2.22], [-0.32, 0.15, -0.14], [0.04, 0.24, -0.36], [0.06, -0.62, 0.55], [-0.54, -0.83, -0.18], [2.05, 0.69, -0.58], [0.64, -1.37, -0.23], [2.65, -1.00, -0.68], [0.06, 0.76, 0.44]], "mulliken_charge": [-0.863, 0.341, 0.532, -0.579, 1.000, 0.381, -1.007, 0.445, 0.570, -1.176, 0.045, 0.194, -0.696, 0.400, 0.339, -0.914, 0.400, 0.290, -0.742, 0.482, 0.226, -0.558, 0.238, 0.318, -0.769, 0.292, 0.824, -1.462, -0.133, -0.827, -0.558, 0.250, 0.425, 0.364, 0.573, 0.190, 0.450, 0.370, 0.345]}


No. 2
{"formula": "C3H26O10", "method": "wB97M-V/def2-TZVPD", "e_tot_ev": -24006.5104, "smiles": "C=CC.O.O.O.O.O.O.O.O.O.O", "gap_ev": 9.77, "total_charge": 0, "symbols": ["C", "C", "C", "H", "H", "H", "H", "H", "H", "H", "H", "O", "H", "H", "O", "H", "H", "O", "H", "H", "O", "H", "H", "O", "H", "H", "O", "H", "H", "O", "H", "H", "O", "H", "H", "O", "H", "H", "O"], "xyz": [[1.292330, -1.253555, -0.327500], [1.319517, -2.400354, 0.648096], [1.037668, -2.226165, 1.943792], [0.711671, -1.365756, -1.365330], [0.988185, -0.291784, 0.035454], [2.427006, -1.068670, -0.631089], [1.840560, -3.356570, 0.355641], [1.085410, -2.948559, 2.661857], [0.378833, -1.366308, 2.332927], [2.436659, -1.464938, -2.930706], [1.333235, -0.435041, -3.395175], [2.294288, -0.531805, -3.150620], [0.519226, 3.736551, -0.577222], [1.617560, 3.066932, -1.513219], [1.428471, 3.548985, -0.724699], [2.648679, 2.122245, 1.622127], [1.636010, 2.834916, 0.780903], [1.798324, 1.963560, 1.216266], [-2.058542, 1.529173, 1.532988], [-3.475536, 2.066478, 1.204654], [-3.057740, 1.194603, 1.233473], [-1.651212, -1.233374, 2.619657], [-1.320272, -2.484453, 1.597549], [-1.860463, -2.116731, 2.241833], [2.419136, 0.925976, -0.605248], [2.445945, 0.520300, -2.179665], [2.544087, 1.345015, -1.548302], [-3.212924, -1.969807, 1.048097], [-3.699094, -0.612910, 0.631544], [-3.790971, -1.535871, 0.420649], [-0.921284, -0.790865, -4.053809], [-0.980933, -0.145974, -2.669573], [-0.421978, -0.306550, -3.408253], [0.301426, 1.786667, 2.125426], [-0.019399, 1.552011, 3.573496], [-0.445288, 1.382426, 2.667229], [-2.718225, 0.856560, -0.902837], [-2.531967, -0.658771, -0.983960], [-2.338399, 0.132413, -1.526451]], "atomic_forces_ev_per_a": [[1.59, -0.49, -3.14], [0.73, 0.04, 0.55], [-2.24, 2.62, -1.35], [1.21, -0.28, 2.40], [-0.49, 0.20, 0.80], [-2.25, -0.56, 0.45], [-0.71, 1.11, 0.09], [0.61, -2.19, 1.61], [1.81, -0.80, -0.97], [-0.13, 0.43, -0.10], [0.53, -0.25, 0.25], [-0.57, -0.91, -1.22], [-1.15, 0.14, -0.68], [0.03, -1.28, -0.87], [0.69, 1.91, 1.53], [0.44, -0.28, 0.39], [0.21, -0.73, -0.73], [-0.25, 0.52, 0.62], [-3.33, -1.75, -0.67], [-0.44, -0.25, 0.00], [3.81, 2.04, 0.83], [0.40, -1.07, -1.11], [2.30, -0.16, -1.54], [-2.77, 1.10, 2.83], [0.32, 1.68, -2.76], [0.47, 1.70, 1.24], [-0.36, -2.27, 1.83], [0.22, -0.14, 0.62], [-0.11, 0.71, 0.46], [-0.41, -0.40, -1.13], [-0.45, -0.24, -0.34], [-1.29, 0.46, 1.37], [1.74, -0.12, -1.21], [-0.65, -0.93, 0.16], [-1.42, -0.54, -1.66], [1.94, 1.19, 1.39], [1.11, -1.67, -1.55], [-0.12, 0.05, -0.33], [-1.02, 1.43, 1.93]], "mulliken_charge": [-0.384, -0.041, -0.972, 0.112, 0.202, 0.286, 0.245, 0.428, 0.100, 0.332, 0.435, -0.675, 0.308, 0.345, -0.673, 0.252, 0.398, -0.667, 0.357, 0.316, -0.638, 0.323, 0.370, -0.720, 0.350, 0.476, -0.773, 0.423, 0.262, -0.745, 0.285, 0.358, -0.634, 0.381, 0.285, -0.722, 0.329, 0.426, -0.740]}


No. 3
{"formula": "C3H27O11", "method": "wB97M-V/def2-TZVPD", "e_tot_ev": -26072.9477, "gap_ev": 7.70, "total_charge": -1, "symbols": ["C", "C", "C", "O", "H", "H", "H", "H", "H", "H", "H", "O", "H", "H", "O", "H", "H", "O", "H", "H", "O", "H", "H", "O", "H", "H", "O", "H", "H", "O", "H", "H", "O", "H", "H", "O", "H", "H", "O", "H", "H"], "xyz": [[1.215013, -1.193220, 0.977147], [-0.197647, -0.601936, 0.869034], [-0.654129, 0.053761, 2.128834], [-0.138868, 0.421221, -0.098183], [1.896332, -0.374710, 1.144284], [1.527818, -1.784192, 0.140015], [1.230255, -1.807992, 1.875250], [-0.907210, -1.353999, 0.543669], [-0.724496, -0.667825, 2.975236], [-1.592179, 0.511961, 2.075880], [0.052765, 0.852432, 2.371631], [-0.164544, 2.687050, -1.868771], [-0.048656, 1.789186, -1.482206], [-0.886424, 2.946527, -1.328765], [-1.218568, 2.698479, 0.683918], [-0.790323, 1.877440, 0.557781], [-0.720008, 2.986028, 1.439303], [0.287916, -0.817879, -2.436647], [1.220392, -1.009065, -2.203808], [-0.060607, -0.505504, -1.592109], [-2.814818, 0.208638, -0.670386], [-2.355048, 0.376820, -1.540821], [-2.169521, 0.532721, -0.099355], [-3.573023, 2.595277, 2.359767], [-4.347779, 2.081959, 2.103950], [-2.901902, 1.980922, 2.086745], [2.292414, 1.597098, -0.477610], [2.991687, 0.905171, -0.238109], [1.518720, 1.145649, -0.125804], [4.289108, -0.077321, -0.308850], [3.839513, -0.679085, -0.949829], [4.749577, 0.663480, -0.748690], [2.859940, -1.144419, -2.095874], [3.014692, -0.490903, -2.758936], [3.336233, -1.916104, -2.351720], [0.165728, -3.497651, -1.721353], [0.166840, -2.646347, -2.151959], [0.080255, -3.230806, -0.821130], [-3.676165, -1.480761, 1.483977], [-4.031863, -2.214764, 1.023030], [-2.761419, -1.417338, 1.231464]], "atomic_forces_ev_per_a": [[-1.07, -0.14, 1.54], [1.12, 1.51, -1.65], [1.35, -1.35, 2.02], [-0.34, -0.52, 0.08], [0.34, 0.18, 0.00], [0.04, -0.19, -0.60], [0.32, -0.41, 0.14], [-0.40, -0.74, -0.06], [0.21, 0.43, -0.26], [-1.56, 0.50, -0.44], [0.12, -0.19, 0.19], [0.64, -1.34, -0.73], [0.51, 0.53, -0.53], [-1.07, 0.99, 0.83], [-1.35, 1.93, 0.75], [1.19, -2.55, -1.30], [0.15, 0.92, 0.58], [0.56, -0.99, -0.84], [-0.93, 0.35, -0.23], [-0.30, 0.94, 0.89], [-1.47, -0.64, -3.37], [-0.80, -0.32, 1.29], [2.07, 0.96, 1.65], [-0.96, -0.14, 0.35], [-0.30, 0.27, 0.09], [1.03, 0.05, -0.42], [1.96, -0.95, 0.45], [-1.14, 1.57, -0.38], [-1.28, 0.10, -0.21], [1.35, -0.12, 0.55], [0.40, 1.04, 0.24], [-0.45, -0.85, 0.00], [-0.09, -0.47, 0.59], [0.07, 0.99, -0.84], [0.37, -1.17, -0.56], [0.24, -1.25, -0.36], [-0.22, 1.06, -0.79], [-0.15, 0.04, 1.17], [-0.25, 0.82, 1.43], [-0.38, -0.94, -0.82], [0.47, 0.08, -0.43]], "mulliken_charge": [-1.598, 0.764, -1.365, 0.335, 0.334, 0.137, 0.443, 0.221, 0.377, 0.061, 0.361, -0.739, 0.380, 0.324, -0.699, 0.041, 0.338, -0.951, 0.508, 0.126, -0.689, 0.335, 0.401, -0.704, 0.306, 0.367, -0.825, 0.523, 0.087, -0.775, 0.523, 0.300, -0.720, 0.314, 0.282, -0.698, 0.459, 0.293, -0.669, 0.282, 0.208]}


What energy above the lowest of the compared OMol25 structures with the same formula, charge and spin values result from the calculations? In sequence: 14.499 2.274 0.976 eV.